<i>
# C3H4NP

2 unconnected molecules or ions with the total composition C3H4NP (the ωB97M-V functional and the def2-TZVPD basis, the Open Molecules 2025 dataset).

Properties
Kohn-Sham gap (alpha / beta): 6.232 / 5.945 eV
HOMO (alpha / beta): -0.31106 / -0.30255 hartree

ORCA input file:
```
! RIJCOSX wB97M-V def2-TZVPD def2/J DEFGRID3
* xyz 0 1
C 0.5236 -1.5891 -0.2093
C -0.0639 -0.4272 0.0229
C -1.3913 0.2585 0.0125
N 1.1561 -2.6154 -0.1561
P 2.5578 1.3080 -0.3656
H -2.1447 -0.3722 0.2355
H -1.2886 1.1247 0.5899
H -1.4982 0.4830 -0.9948
H 2.1492 1.8297 0.8649
*
```

***

<ii>
# C3H4NP

2 unconnected molecules or ions with the total composition C3H4NP (the ωB97M-V functional and the def2-TZVPD basis, the Open Molecules 2025 dataset).

Properties
Kohn-Sham gap (alpha / beta): 9.384 / 8.533 eV
HOMO (alpha / beta): -0.35546 / -0.35046 hartree

ORCA input file:
```
! RIJCOSX wB97M-V def2-TZVPD def2/J DEFGRID3
* xyz 0 1
C 0.3699 0.9755 0.5156
C 0.2927 0.2254 -0.5816
C -1.2405 -0.4207 1.1911
N -0.4860 0.5634 1.5205
P -1.0642 -0.9487 -0.5450
H 1.0326 1.7974 0.7213
H 1.4515 1.2604 -2.6427
H -1.9485 -0.8129 1.9030
H -0.3005 -2.0645 -0.2032
*
```

***

<iii>
# C3H4NP

A molecular structure, C3H4NP (the ωB97M-V functional and the def2-TZVPD basis, the Open Molecules 2025 dataset).

Properties
Kohn-Sham gap: 7.871 eV
HOMO: -0.33125 hartree

ORCA input file:
```
! RIJCOSX wB97M-V def2-TZVPD def2/J DEFGRID3
* xyz 0 1
C -1.2132 0.2253 -0.0040
C 0.3574 1.3155 0.1598
C -0.6984 -1.0241 0.0225
N 0.6604 -1.3183 0.0573
P 1.4500 0.0351 -0.1862
H -2.2113 0.6681 -0.3129
H 0.2309 1.9851 -0.6267
H -1.2204 -1.8635 0.1667
H 2.6447 -0.0233 0.7235
*
```

***

<iii> (147.0 kJ/mol below the next structure)